(1)
{
  "formula": "C3H8N2S",
  "method": "the ωB97M-V functional and the def2-TZVPD basis",
  "symbols": ["H", "S", "C", "H", "H", "N", "H", "N", "H", "H", "C", "H", "H", "C"],
  "positions_angstrom": [[-1.3483, 0.1824, 1.4160], [-1.2461, -0.3614, -0.8939], [0.2717, 1.5227, -0.1871], [1.1681, -1.8312, -0.9733], [-3.3425, -0.2407, 0.5282], [0.2584, 0.0217, -0.2841], [1.2166, 1.7650, -0.9315], [2.5774, -0.5496, 0.1963], [3.2196, -1.3836, -0.3969], [-0.7986, 2.0881, -0.5747], [-2.0967, -0.6124, 0.6076], [0.7262, 2.0810, 0.8817], [-2.0056, -1.8837, 1.0534], [1.3998, -0.7983, -0.4417]],
  "mulliken_charge": [0.216, -0.088, -0.794, 0.243, 0.279, 0.009, 0.279, -0.566, 0.264, 0.315, -0.627, 0.254, 0.215, 0.001],
  "e_lumo_ev": 0.67,
  "molar_mass_g_mol": 104.18,
  "homo_lumo_gap_ha": 0.34622,
  "spin_multiplicity": 1
}


(2)
{
  "formula": "C4H9NO2S2",
  "method": "the ωB97M-V functional and the def2-TZVPD basis",
  "symbols": ["H", "H", "N", "H", "H", "C", "H", "C", "O", "H", "S", "O", "H", "C", "H", "H", "C", "S"],
  "positions_angstrom": [[3.3135, -0.6560, 0.8148], [3.2734, -0.7859, -0.9434], [-0.7331, 0.2598, 1.4157], [-0.7124, 1.6212, -0.6327], [-1.8013, 0.7405, -1.6835], [-1.4322, 0.0567, 0.2872], [-2.2469, -0.7547, 0.3474], [-1.5664, 1.0374, -0.7072], [0.8392, -1.8913, 1.4340], [2.2495, 0.4514, -0.1133], [1.5513, -2.1667, 0.1108], [0.4040, -1.6894, -2.2660], [-0.0528, 1.0889, 1.2182], [2.6683, -0.6461, -0.1155], [-0.3234, -0.6323, 1.8126], [-2.6567, 3.1551, 0.5704], [0.2075, -1.4798, -1.1011], [-2.9815, 2.2913, -0.4484]],
  "mulliken_charge": [0.298, 0.392, -0.386, 0.321, 0.370, 0.203, 0.275, -0.844, -0.693, 0.198, 0.302, -0.452, 0.264, -0.849, 0.463, 0.144, 0.199, -0.208],
  "e_lumo_ev": [-0.74, -0.73],
  "molar_mass_g_mol": 167.26,
  "homo_lumo_gap_ha": [0.23160, 0.23164],
  "spin_multiplicity": 1
}


(3)
{
  "formula": "C35H37BF4P2Sr",
  "method": "the ωB97M-V functional and the def2-TZVPD basis",
  "symbols": ["C", "H", "C", "H", "H", "C", "H", "C", "H", "H", "H", "H", "H", "H", "H", "C", "H", "H", "H", "C", "Sr", "C", "H", "F", "H", "H", "H", "H", "C", "P", "C", "C", "C", "C", "C", "C", "F", "B", "H", "H", "H", "H", "H", "C", "C", "H", "C", "H", "H", "C", "C", "H", "C", "C", "C", "C", "C", "C", "H", "H", "C", "H", "C", "H", "C", "H", "C", "C", "H", "F", "C", "P", "F", "C", "C", "H", "H", "C", "C", "H"],
  "positions_angstrom": [[1.6192, 2.5714, 4.1095], [1.4451, 4.7227, 3.9190], [0.5934, -4.1270, 1.1289], [0.8603, 3.4889, -1.7662], [-2.7522, 4.0207, 0.5390], [-2.7853, -3.7604, -2.3837], [2.4739, 1.5431, -2.0111], [-2.0279, -3.2991, 1.4790], [-1.3519, 7.1931, -2.0182], [-3.0788, -3.0111, 1.5941], [-2.2615, -4.3959, -1.6696], [4.2112, 1.5554, -1.9084], [1.7772, 0.4117, 3.9664], [2.0198, 2.6192, 5.1265], [5.6652, -0.5654, 1.3661], [3.4407, -0.4347, -2.0723], [1.5201, -4.6822, 0.9097], [-3.4353, -5.3912, -3.6230], [-3.4996, -0.4623, -2.9477], [-2.8189, -2.3668, -2.1900], [2.3149, -1.3321, 1.5809], [0.5354, 3.7020, 2.2378], [2.6347, 2.0388, 0.2482], [-2.6559, 1.3830, 4.3610], [0.3060, 1.3161, -1.5690], [-1.8962, -4.1315, 3.4398], [4.3388, -2.5322, 1.4070], [5.3811, -2.7262, 0.0649], [-4.1526, -2.1157, -4.1943], [-2.0148, -1.5998, -0.7550], [4.5121, -2.1051, 0.3833], [3.8531, 0.4216, 0.8603], [4.9364, -0.6038, 0.5381], [-0.0049, -4.2522, 2.3911], [0.2074, 2.4524, 1.6694], [3.2339, -2.3554, -0.4298], [-3.9164, 0.1456, 2.8093], [-2.7142, 0.8571, 3.0717], [-3.2797, 0.3193, -0.0031], [0.9228, 0.5052, 1.4284], [3.0752, -0.4085, -3.1167], [4.5026, -0.7134, -2.1302], [-4.6368, -3.9344, -5.2436], [3.3206, 1.0175, -1.5354], [0.0022, 4.0908, -1.4630], [0.3862, -3.4432, -0.8933], [-0.7054, -0.4657, -1.2370], [-3.0303, 6.2997, -0.3905], [1.6623, -1.6323, -1.6816], [-2.0393, 4.4213, -0.1796], [-0.1464, 5.3814, -1.9838], [2.7875, -3.3603, -0.2837], [-2.1790, 5.6981, -0.7032], [-0.3970, 0.8222, -0.8922], [3.1749, 1.1445, -0.0716], [2.6872, -1.4861, -1.3023], [-3.4937, -1.5401, -3.1089], [-0.9551, 3.6075, -0.5531], [-4.6878, -1.4696, -4.8858], [-4.2929, -1.1390, -0.2099], [-1.3359, -2.8928, 0.3307], [5.4965, -0.2991, -0.3529], [-1.3555, -3.9173, 2.5190], [0.3110, 4.6201, 1.7086], [-3.3139, -0.7636, 0.1322], [3.8143, 0.7972, 1.9076], [-4.1316, -3.4994, -4.3822], [1.4914, 1.3438, 3.4428], [-0.1552, -0.9076, -2.0805], [-1.5938, 0.0076, 2.7873], [1.2147, 3.7447, 3.4732], [-1.0044, 2.0284, 0.3203], [-2.6688, 1.9755, 2.0733], [0.9030, 1.3444, 2.1705], [-1.2330, 6.1849, -1.6156], [-3.2266, -0.9421, 1.2089], [0.5877, 5.7806, -2.6916], [-0.0539, -3.4317, 0.1129], [-3.4516, -4.3145, -3.4767], [0.5142, -4.7667, 3.1894]],
  "mulliken_charge": [-0.870, 0.367, -1.068, 0.243, 0.383, -0.308, -0.030, -0.436, 0.358, 0.501, 0.301, 0.552, 0.278, 0.397, 0.420, -1.548, 0.431, 0.387, 0.399, -0.099, 1.357, -0.691, 0.506, -0.345, 0.152, 0.426, 0.277, 0.391, -0.632, 2.224, -0.588, -2.256, -0.291, -0.515, 0.483, -2.299, -0.386, 0.191, 0.340, -2.500, 0.506, 0.306, 0.368, -0.452, -0.061, 0.447, -0.730, 0.407, -0.307, -0.359, -0.663, 0.455, -0.659, -0.917, 1.015, 2.036, -0.425, -0.108, 0.385, 0.492, -0.233, 0.253, -0.733, 0.435, -1.315, 0.723, -0.482, 0.062, 0.742, -0.229, -0.631, 1.024, -0.250, 2.060, -0.480, 0.278, 0.381, 0.248, -0.632, 0.539],
  "e_lumo_ev": [-0.53, -0.63],
  "molar_mass_g_mol": 694.05,
  "homo_lumo_gap_ha": [0.16173, 0.15266],
  "spin_multiplicity": 1
}


(4)
{
  "formula": "C6H10O2",
  "method": "the ωB97M-V functional and the def2-TZVPD basis",
  "symbols": ["C", "C", "C", "H", "H", "H", "H", "O", "O", "C", "H", "H", "C", "C", "H", "H", "H", "H"],
  "positions_angstrom": [[-1.1231, -0.3520, 0.8878], [-0.8661, -0.5056, -1.4535], [1.2807, -0.4113, 0.0367], [1.2011, 0.1051, 1.0287], [0.8749, 2.1881, -0.9006], [-1.1438, -2.0177, 2.5689], [-0.2301, 2.2026, 0.8281], [-1.0361, 0.1262, -2.5428], [1.9791, -0.0178, -1.0307], [-0.2323, 0.1798, -0.1470], [-2.0359, 0.3547, 1.4242], [2.6881, 0.9454, -0.6358], [-0.7509, -1.5903, 1.5196], [-0.1647, 1.7556, -0.3553], [1.3584, -1.3741, 0.2273], [-0.9785, -1.7661, -1.1342], [0.2122, -1.9521, 0.8950], [-1.0328, 2.1295, -1.2163]],
  "mulliken_charge": [-0.498, 0.098, -0.835, 0.456, 0.233, 0.270, 0.269, -0.511, -0.602, 1.302, 0.222, 0.409, -0.570, -1.183, 0.426, 0.204, 0.036, 0.273],
  "e_lumo_ev": 0.02,
  "molar_mass_g_mol": 114.14,
  "homo_lumo_gap_ha": 0.34184,
  "spin_multiplicity": 1
}


(5)
{
  "formula": "C28H36AsNO8S2SbTi",
  "method": "the ωB97M-V functional and the def2-TZVPD basis",
  "symbols": ["C", "H", "C", "H", "C", "C", "C", "C", "C", "H", "H", "H", "C", "H", "H", "C", "C", "H", "H", "O", "H", "C", "N", "C", "H", "H", "C", "C", "O", "O", "H", "C", "C", "As", "C", "H", "C", "H", "H", "H", "O", "H", "C", "H", "H", "H", "H", "O", "C", "H", "S", "H", "O", "C", "H", "Sb", "H", "H", "H", "C", "H", "C", "C", "H", "H", "H", "H", "C", "H", "O", "C", "H", "O", "C", "S", "C", "H", "Ti"],
  "positions_angstrom": [[-2.4575, -0.4067, -2.0913], [-2.7114, 5.1543, -3.0626], [-3.4710, 0.5521, 3.5106], [-4.0220, 3.4920, 2.3484], [-0.1800, -1.5184, 2.6974], [-3.3425, -1.8998, 1.0078], [-3.5858, -3.8369, 3.0128], [2.3825, -0.2077, -3.1158], [-1.3502, -3.2186, 3.8663], [0.5980, -2.4927, 4.4421], [-3.6713, -4.5759, 3.7996], [1.9777, -1.1851, -3.3692], [2.9424, 1.8904, -0.9304], [-1.3414, 4.4550, -3.9827], [-0.3139, 3.1678, 2.7494], [0.1834, -3.0367, -0.8662], [3.2472, -1.0816, -0.4007], [-1.5148, 3.0311, 4.0496], [4.9762, 1.4074, 0.7847], [-1.6134, 3.8288, -2.0169], [-2.7979, 3.4738, -3.6853], [-2.1514, 4.2523, -3.2853], [-1.1243, -1.3507, 1.7987], [-0.2374, -2.4352, 3.7594], [8.1978, 1.6950, -2.0174], [3.1837, -1.0028, 0.6830], [-0.6018, -3.0662, -2.1539], [-3.4632, 3.1792, 1.4672], [2.0749, -0.8233, 3.0960], [0.4210, -2.0616, -0.1794], [-5.3072, -2.4685, 0.4512], [-2.3985, -3.0700, 2.9304], [5.3270, 1.5763, -0.2279], [2.0334, 0.1821, -1.2474], [1.0490, -0.6690, 2.4959], [-0.2950, 1.7618, 3.8271], [6.6838, 1.5173, -0.5062], [-2.8176, -0.0592, 4.1345], [3.4637, -0.2107, -3.2543], [3.0047, -2.0945, -0.7116], [0.5980, -4.2445, -0.5186], [2.4087, 2.6233, -1.5342], [4.8737, 2.0886, -2.5253], [2.7543, 2.1274, 0.1164], [-4.1503, 2.9609, 0.6532], [1.0479, -4.1908, 0.3405], [6.5787, 2.2154, -3.8137], [-3.5221, 0.1259, -2.2229], [-4.4799, -2.6478, 1.1259], [-0.1826, -3.8463, -2.7927], [-0.4734, 1.8143, -3.2658], [-5.5108, -4.2186, 2.1937], [-1.7148, -0.2744, -1.0009], [7.1391, 1.7377, -1.7985], [-3.2682, -1.1198, 0.2657], [-2.2863, 1.4866, 1.9923], [7.3861, 1.3050, 0.2895], [-2.7854, 3.9723, 1.1589], [-4.2583, -0.0756, 3.0986], [-2.2638, -2.1067, 1.8998], [-2.5649, -2.1195, -3.3333], [-0.8466, 2.7537, -1.9774], [4.4057, 1.8583, -1.2347], [-1.4491, -3.9461, 4.6624], [-1.6128, -3.3835, -1.8697], [4.1735, 2.3341, -3.3168], [-3.9140, 1.3358, 4.1244], [-4.6024, -3.6357, 2.1256], [-1.7510, -0.7432, -4.0716], [0.8471, 0.2387, 1.5593], [6.2305, 2.0274, -2.8063], [4.2616, -0.8460, -0.7219], [-0.5816, -1.8214, -2.7868], [-1.8464, -1.3149, -3.1512], [-0.2867, 2.5269, -0.3255], [-0.9373, 2.4745, 3.3116], [1.9207, 0.5451, -3.7446], [-0.3138, 0.1377, 0.0875]],
  "mulliken_charge": [0.313, 0.257, -1.279, 0.423, 0.856, -0.626, -0.849, -1.284, -1.041, 0.648, 0.456, 0.318, -1.150, 0.358, 0.373, 0.248, -1.351, 0.484, 0.432, -0.277, 0.334, -0.779, 1.418, -1.054, 0.400, 0.272, -0.715, -1.264, -0.644, 0.500, 0.525, 1.327, -0.257, 0.839, -0.365, 0.361, -0.676, 0.328, 0.527, 0.405, -0.567, 0.503, -0.305, 0.642, 0.400, 0.426, 0.398, -0.652, -0.808, 0.499, -0.270, 0.442, 0.742, -0.470, 0.478, 0.977, 0.407, 0.366, 0.363, -0.423, 0.485, 0.563, 0.181, 0.467, 0.390, 0.436, 0.533, -0.784, 0.375, -0.330, -0.708, 0.546, -0.327, -1.002, -0.454, -1.293, 0.373, -0.391],
  "e_lumo_ev": -3.63,
  "total_charge": 1,
  "molar_mass_g_mol": 823.28,
  "homo_lumo_gap_ha": 0.25314,
  "spin_multiplicity": 1
}


(6)
{
  "formula": "C26H33N3O5",
  "method": "the ωB97M-V functional and the def2-TZVPD basis",
  "symbols": ["C", "H", "H", "C", "H", "H", "H", "H", "C", "H", "C", "H", "H", "H", "H", "N", "H", "C", "H", "O", "H", "C", "C", "C", "H", "H", "H", "H", "O", "H", "C", "O", "C", "H", "C", "H", "C", "C", "O", "C", "C", "H", "H", "O", "N", "H", "H", "C", "H", "N", "C", "C", "H", "C", "H", "C", "C", "C", "C", "H", "H", "H", "C", "C", "H", "H", "C"],
  "positions_angstrom": [[-3.7514, -4.7149, -0.5404], [4.8882, -0.0054, -2.6874], [-1.4330, -6.4468, 1.8769], [-0.6136, -4.0089, 1.3998], [-0.2851, 1.9465, -4.5887], [3.9851, 2.4973, -1.3655], [-0.4538, 1.2517, 3.2281], [0.3171, -3.4465, 3.2700], [-1.1714, 1.0575, 0.1408], [2.8825, 2.9445, 0.7997], [3.1579, 0.5345, -1.5668], [-4.4350, -4.3876, 0.2561], [-3.8503, -6.3496, 1.4656], [1.0668, 7.0218, -1.2426], [2.5427, 7.0608, -2.2374], [-1.2421, -1.3598, 2.8076], [-1.8472, 0.5100, -0.5039], [1.9581, 6.4607, -1.5419], [1.2028, 1.1348, -4.0253], [1.0892, 3.1688, -3.6275], [-2.6212, -2.8738, 2.6838], [-0.1025, 2.1479, -1.7703], [1.2321, 1.4076, 2.1522], [1.8819, 1.0636, 0.8619], [-0.3826, -1.0255, 3.2189], [1.0982, -0.9302, 0.6862], [3.8348, 1.1448, -3.5018], [3.3750, -0.5656, -3.3970], [-3.6991, -6.1240, -0.5756], [-2.4792, -3.0215, -0.2023], [-3.1838, -6.6242, 0.6337], [1.8123, 1.9775, 3.0552], [0.9018, 4.3345, -1.5977], [2.2088, -1.3801, -1.4460], [0.4430, 4.4221, -0.2934], [2.5629, 6.2412, -0.6559], [2.7299, 2.0066, 0.2886], [0.7939, 2.0610, -4.4415], [1.6222, 5.2888, -2.2428], [3.8462, 0.2601, -2.8685], [-2.3736, -4.1040, -0.2893], [-3.1564, -7.7108, 0.5319], [-4.1432, -4.3985, -1.5081], [-2.6761, -1.1096, 1.0700], [-1.8546, -4.6230, 0.9635], [0.2585, -4.6361, 1.1567], [1.2671, 2.2673, -5.4003], [3.3474, 1.7496, -0.9173], [-1.0959, -6.4172, 0.1238], [-0.0691, 1.0200, 2.3186], [2.3471, -0.4210, -0.9667], [1.7132, -0.1650, 0.2349], [-1.9021, -2.6370, 4.3026], [0.6137, 3.1731, -2.3522], [0.6278, 5.3086, 0.2916], [-0.5076, 2.2157, -0.4324], [-0.6684, -3.7496, 2.9078], [-1.6985, -2.6637, 3.2276], [-1.7246, -0.7156, 1.7199], [-0.5865, 3.4654, 1.3079], [-0.9541, -4.6673, 3.4212], [-0.3286, 1.2521, -2.3258], [-1.7869, -6.0701, 0.9150], [-0.2435, 3.3700, 0.2899], [-1.7090, -4.3447, -1.1390], [-0.4893, -3.0551, 0.8807], [-0.9793, 0.5306, 1.3604]],
  "mulliken_charge": [-0.811, 0.418, 0.365, -1.158, 0.370, 0.411, 0.300, 0.510, -0.544, 0.436, 1.054, 0.339, 0.323, 0.362, 0.252, -0.093, 0.620, -0.956, 0.284, -0.444, 0.456, -0.459, -0.199, 0.425, 0.319, 0.707, 0.377, 0.372, -0.384, 0.155, -0.716, -0.663, 1.068, 0.429, -0.821, 0.369, -0.968, -0.892, -0.458, -1.724, -0.244, 0.349, 0.352, -0.701, 0.682, 0.355, 0.228, -0.463, 0.365, -0.017, -0.775, -0.119, 0.355, 0.758, 0.451, -0.151, -0.668, -1.051, 0.191, 0.479, 0.365, 0.492, -0.681, -0.715, 0.263, 0.445, 0.020],
  "e_lumo_ev": 0.30,
  "molar_mass_g_mol": 467.57,
  "homo_lumo_gap_ha": 0.30485,
  "spin_multiplicity": 1
}


(7)
{
  "formula": "C4H14NO2S",
  "method": "the ωB97M-V functional and the def2-TZVPD basis",
  "symbols": ["H", "H", "H", "H", "C", "H", "N", "H", "H", "H", "H", "H", "H", "C", "O", "C", "H", "C", "H", "H", "O", "S"],
  "positions_angstrom": [[1.0774, 2.5481, -1.7748], [0.7548, -2.4701, -0.8927], [1.1071, -0.1680, -0.8079], [0.8565, 2.8539, 1.5649], [0.2193, -0.6039, -0.3398], [0.3117, 1.3412, -2.3520], [-0.1463, 0.3648, 0.7548], [1.5273, 1.5087, 1.5010], [1.3873, -2.2344, 0.6999], [-0.6707, 1.0727, 0.2674], [-0.3102, -2.6427, 0.4042], [-1.6597, 0.4353, 2.3070], [-1.4987, 0.2525, -1.3792], [0.5273, -2.0276, 0.0602], [1.6850, 2.4247, 1.7998], [-0.8720, -0.6385, -1.4381], [-0.2770, -0.5257, 2.6423], [-0.9429, -0.2336, 1.8191], [-1.4918, -1.1233, 1.5078], [-1.5394, -1.4869, -1.2445], [0.1905, 2.2321, -1.9692], [-0.2355, -0.8791, -3.1302]],
  "mulliken_charge": [0.296, 0.443, 0.167, 0.290, 0.479, 0.255, -0.092, 0.393, 0.353, 0.269, 0.347, 0.344, 0.436, -1.601, -0.706, -1.339, 0.222, -0.912, 0.274, 0.294, -0.645, -0.566],
  "e_lumo_ev": 3.52,
  "total_charge": -1,
  "molar_mass_g_mol": 140.23,
  "homo_lumo_gap_ha": 0.23816,
  "spin_multiplicity": 1
}


(8)
{
  "formula": "C3H3N3O",
  "method": "the ωB97M-V functional and the def2-TZVPD basis",
  "symbols": ["N", "H", "N", "C", "O", "C", "C", "N", "H", "H"],
  "positions_angstrom": [[0.0790, -1.3374, -0.6939], [0.4889, 2.4491, -0.0779], [-0.9605, -0.4617, -1.0324], [0.6086, 1.4134, -0.4516], [1.6936, 0.9329, -0.6628], [0.1953, -1.4688, 0.5247], [-0.7092, 0.7639, -0.7848], [0.3449, -1.5372, 1.7362], [-0.1180, -2.3239, 2.1746], [-1.5520, 1.4433, -0.8730]],
  "mulliken_charge": [-0.389, 0.310, -0.277, 0.022, -0.419, 0.614, 0.019, -0.529, 0.273, 0.375],
  "e_lumo_ev": -0.63,
  "molar_mass_g_mol": 97.08,
  "homo_lumo_gap_ha": 0.32882,
  "spin_multiplicity": 1
}


Computed relative energy (zero: lowest compared OMol25 entry of this formula, charge and spin), in the same sequence as the records: 145.5; 102.1; 44.1; 179.4; 4.9; 48.9; 11.3; 75.9 kcal per mole.